Record 1
This record from the OMol25 dataset describes 3 unconnected molecules or ions with the total composition C4H13NO3. The level of theory is wB97M-V/def2-TZVPD.

Geometry as XYZ:
```
21
Properties=species:S:1:pos:R:3:forces:R:3
C -0.5094 1.1616 -0.5451 -1.6 -2.4 -1.8
N -0.3946 -0.0432 -1.1582 4.1 2.2 4.0
C 1.3052 -1.2994 0.1831 2.4 1.0 -1.7
C 0.9544 -0.8289 -1.2587 -3.4 -1.2 1.1
C 2.0070 0.0234 -1.7867 3.1 0.2 -2.1
O 0.3263 1.5309 0.2527 0.7 1.2 0.9
H -1.4872 1.7642 -0.7306 1.1 -0.5 0.6
H -0.9435 -0.2524 -1.8643 -3.9 -0.7 -4.1
H 1.8496 -2.2142 -0.0027 0.1 -0.5 0.4
H 0.5084 -1.4459 0.8370 -1.5 -0.4 0.8
H 2.0673 -0.6130 0.6521 -0.9 -0.5 -0.4
H 0.5769 -1.6664 -1.9424 1.0 0.9 1.0
H 2.1731 0.1712 -2.9096 -0.8 -0.6 1.4
H 1.8114 1.0076 -1.4182 0.5 0.8 0.5
H 2.9968 -0.3701 -1.3941 -1.1 0.8 -0.5
H -3.0211 1.8103 1.5849 0.4 -2.1 -1.1
H -2.6369 0.2743 0.8936 -0.8 1.9 1.1
O -2.9011 1.2292 0.7721 0.4 0.2 -0.1
H -1.3909 0.6124 3.5297 1.7 2.3 0.8
H -1.3355 -0.7624 2.9404 -1.4 1.1 1.1
O -1.9564 -0.0891 3.3652 -0.2 -3.5 -1.8
```
Positions in Å, forces in eV/Å.

Values from the calculation:
charge: +1
LUMO level (alpha / beta): -3.98 / -9.06 eV
multiplicity: 2
energy above the lowest of the compared OMol25 structures with the same formula, charge and spin: 253.6 kJ/mol
Kohn-Sham gap (alpha / beta): 11.03 / 5.94 eV
HOMO (alpha / beta): -15.01 / -15.00 eV

---

Record 2
This record from the OMol25 dataset describes 2 unconnected molecules or ions with the total composition C4H9O2. The level of theory is wB97M-V/def2-TZVPD.

Geometry as XYZ:
```
15
Properties=species:S:1:pos:R:3:forces:R:3
C 2.0665 -0.6620 -0.9016 0.2 0.1 1.0
C 2.5391 -0.7374 0.6322 0.4 -1.3 -1.6
O 3.3219 0.1625 0.9806 -0.3 0.4 0.5
O 2.2243 -1.8185 1.1917 -0.2 0.7 0.4
H 1.7439 -1.6551 -1.2108 -0.2 0.1 -0.1
H 2.9438 -0.3723 -1.4757 0.0 0.1 -0.1
H 1.2892 0.0959 -1.0477 0.0 -0.1 0.0
C -2.2659 0.7587 -0.5120 0.2 -1.8 0.4
C -1.7124 0.5591 0.8952 -0.5 -0.5 1.0
H -3.3459 0.6257 -0.4260 -0.3 1.3 -0.1
H -1.8219 1.6608 -0.9170 -0.7 0.2 -0.4
H -2.1130 -0.0968 -1.1867 0.9 0.3 0.1
H -0.6508 0.3587 1.0397 0.1 0.5 -0.5
H -2.1619 -0.2814 1.4347 -0.2 -0.2 -0.4
H -2.0570 1.4022 1.5035 0.5 0.2 0.0
```
Positions in Å, forces in eV/Å.

Values from the calculation:
charge: -1
LUMO level: 3.58 eV
energy above the lowest of the compared OMol25 structures with the same formula, charge and spin: 57.0 kJ/mol
Kohn-Sham gap: 7.29 eV
HOMO: -3.71 eV

---

Record 3
This record from the OMol25 dataset describes 2 unconnected molecules or ions with the total composition C2H3BrOS. The level of theory is wB97M-V/def2-TZVPD.

Geometry as XYZ:
```
8
Properties=species:S:1:pos:R:3:forces:R:3
O -0.8917 3.4275 0.2038 0.0 0.5 0.7
C -0.2459 2.4535 0.1453 -0.7 -0.1 -1.4
Br 0.7319 2.1303 -1.5486 0.1 -0.3 0.6
H -0.3209 1.5922 0.8094 0.6 -0.2 0.2
C 0.1952 -2.3914 -0.1125 0.0 -4.7 4.0
S 0.6280 -2.1236 1.4146 0.4 0.4 0.1
H -0.0571 -3.4937 -0.2510 0.4 1.8 -1.0
H -0.0395 -1.5948 -0.6610 -0.8 2.6 -3.0
```
Positions in Å, forces in eV/Å.

Values from the calculation:
LUMO level: -0.64 eV
SMILES: O=CBr.C=S
energy above the lowest of the compared OMol25 structures with the same formula, charge and spin: 163.2 kJ/mol
Kohn-Sham gap: 8.48 eV
HOMO: -9.12 eV

---

Record 4
This record from the OMol25 dataset describes 2 unconnected molecules or ions with the total composition C13H33BN5O4S. The level of theory is wB97M-V/def2-TZVPD.

Geometry as XYZ:
```
57
Properties=species:S:1:pos:R:3:forces:R:3
C -3.8255 2.5083 -3.8103 0.3 0.3 0.1
C -2.6697 1.4723 -4.0821 -1.5 0.9 -0.5
N -2.1686 0.8901 -2.8044 0.2 -0.1 -1.6
C -1.2012 -0.0031 -2.8358 0.4 -0.1 1.2
N -0.6800 -0.3015 -4.1184 -1.2 0.9 2.1
S 0.6939 0.6781 -4.5849 1.2 0.4 -1.0
N -0.7622 -0.5258 -1.6004 -0.8 -0.8 -3.0
C 0.4138 -1.4339 -1.7326 0.8 -1.1 -0.4
O 1.6214 -0.7431 -1.9078 -1.0 -0.5 1.2
C 2.2962 -0.4774 -0.6695 1.7 0.7 0.3
C 2.3515 1.0416 -0.2692 0.4 -0.5 0.5
O 1.9209 1.1559 1.1069 -1.1 0.6 -1.7
C 0.6501 1.8222 1.1625 0.2 1.0 2.0
C 0.4281 2.2158 2.6831 -0.1 -0.3 -1.5
B -1.8245 -1.3263 -0.8850 -1.4 0.0 2.1
O -2.3821 -0.7575 0.2992 0.4 -0.7 -1.9
N -2.2839 -2.6686 -1.2944 -0.6 0.6 1.1
C -2.7935 -3.3524 -0.0595 -0.1 -0.7 0.6
C -3.5171 -2.4348 -2.1453 1.2 0.9 -0.5
H -4.3048 2.3736 -2.8062 0.5 0.1 -0.8
H -4.6517 2.4442 -4.5560 0.8 -0.1 0.5
H -3.3848 3.5314 -3.8938 -0.6 -0.7 0.3
H -1.8576 2.0269 -4.6095 -0.5 -0.8 0.4
H -3.0900 0.6828 -4.7491 0.8 0.4 0.7
H -2.5965 1.2106 -1.9435 0.4 0.0 0.0
H -0.5166 -1.2966 -4.2539 0.6 0.3 0.1
H 0.5761 1.9054 -3.9782 -0.8 -1.0 0.1
H 0.3243 -2.1412 -2.5968 -0.2 0.7 0.6
H 0.4041 -2.0961 -0.8256 0.2 0.7 -0.6
H 1.9069 -1.0397 0.2086 -0.1 0.3 -0.7
H 3.3542 -0.8188 -0.8122 -0.9 0.2 0.0
H 3.4087 1.4029 -0.2685 -0.8 -0.3 -0.3
H 1.7358 1.6858 -0.9463 0.5 -0.6 0.4
H -0.2009 1.1964 0.7987 0.7 0.3 0.0
H 0.7506 2.7928 0.6160 -0.4 -0.8 0.0
H 1.1879 2.9933 2.9116 -0.6 -0.6 0.2
H -0.6037 2.6342 2.7781 0.9 -0.3 0.2
H 0.5547 1.2980 3.2957 -0.1 0.8 -0.2
H -2.8037 0.0906 0.1287 0.4 0.3 0.5
H -3.7807 -2.9324 0.2658 0.9 -0.2 -0.1
H -2.0596 -3.2886 0.7817 -0.6 0.1 -0.7
H -2.9649 -4.4415 -0.2349 0.3 0.8 -0.2
H -3.9728 -1.4659 -1.8131 -0.3 -0.8 -0.4
H -4.2478 -3.2594 -2.0385 0.6 0.5 -0.2
H -3.1556 -2.3123 -3.1937 -0.7 -0.2 0.5
C 3.5817 -1.0457 6.1374 0.0 -0.1 0.1
C 3.7693 0.4307 5.9042 0.1 0.4 0.3
O 3.9304 1.2167 6.8235 0.0 -0.1 0.0
N 3.7547 0.8791 4.6189 0.0 -0.4 0.2
C 3.5781 0.1152 3.3986 0.0 0.5 0.2
H 3.6173 -1.2449 7.2058 0.0 0.1 0.0
H 2.6108 -1.3686 5.7570 0.1 -0.1 -0.1
H 4.3808 -1.6097 5.6530 -0.1 -0.1 -0.1
H 3.8866 1.8756 4.5434 0.0 0.0 0.0
H 4.4610 0.2606 2.7703 -0.1 -0.2 -0.2
H 2.7047 0.5005 2.8744 0.3 -0.3 0.0
H 3.4454 -0.9454 3.5962 0.1 0.1 0.1
```
Positions in Å, forces in eV/Å.

Values from the calculation:
charge: +1
LUMO level: -3.98 eV
energy above the lowest of the compared OMol25 structures with the same formula, charge and spin: 0.0 kJ/mol
Kohn-Sham gap: 6.79 eV
HOMO: -10.77 eV